Record 1
The following is a DFT calculation (ωB97M-V/def2-TZVPD) of a 2-piece molecular cluster, C3H7N5 overall at a distorted geometry.

As for the frontier orbital gap: 6.69 eV. The energy above the lowest of the compared OMol25 structures with the same formula, charge and spin comes out at 925.7 kJ/mol. The calculation puts the HOMO energy at -7.903 eV.

Element x y z (Å)
C: -0.270 -0.199 -0.275
C: -0.225 1.268 -0.391
C: 1.038 1.548 0.048
H: -2.810 0.927 -0.347
H: -3.368 -0.785 0.344
H: -1.170 1.839 -0.706
H: 1.734 2.498 0.199
H: 3.290 0.047 0.831
H: 0.750 -2.291 -0.662
H: 0.883 -1.896 0.766
N: -2.584 -0.079 0.320
N: -1.330 -0.865 0.046
N: 1.712 0.390 0.428
N: 0.957 -0.568 -0.539
N: 1.391 -1.834 -0.061

Record 2
The following is a DFT calculation (ωB97M-V/def2-TZVPD) of C25H44O2P2Pd as an isolated structure at a distorted geometry.

As for the frontier orbital gap (alpha / beta): 5.11 / 4.33 eV. The energy above the lowest of the compared OMol25 structures with the same formula, charge and spin comes out at 155.7 kJ/mol. The calculation puts the HOMO energy (alpha / beta) at -10.137 / -12.359 eV. The spin multiplicity is 5. The total charge is +2.

Element x y z (Å)
Pd: 0.175 -3.741 -0.573
C: 0.882 3.554 0.089
C: 1.232 2.872 -1.106
C: -0.554 4.254 -1.555
C: -0.227 4.396 -0.185
C: 0.353 3.318 -2.128
C: 1.548 3.427 1.404
H: 2.496 2.885 1.320
H: 0.924 2.883 2.130
H: 1.764 4.414 1.840
C: -0.930 5.269 0.775
H: -0.518 5.137 1.781
H: -2.002 5.035 0.804
H: -0.834 6.330 0.505
C: -1.631 4.966 -2.269
H: -1.313 5.968 -2.602
H: -2.508 5.100 -1.618
H: -1.946 4.417 -3.166
C: 0.396 2.950 -3.555
H: 0.992 3.667 -4.143
H: -0.613 2.940 -3.989
H: 0.837 1.957 -3.705
C: 2.330 1.895 -1.264
H: 3.252 2.399 -1.588
H: 2.082 1.138 -2.016
H: 2.537 1.379 -0.318
C: 0.131 -3.584 1.359
C: 1.175 -2.654 1.856
C: 2.609 -2.998 1.567
C: 3.027 -3.883 0.340
C: 2.009 -4.308 -0.702
C: 1.104 -5.434 -0.535
C: 0.853 -6.071 0.815
C: 0.345 -5.040 1.870
H: 3.008 -3.530 2.460
H: 3.551 -4.776 0.721
H: 3.181 -2.052 1.516
H: 1.027 -5.025 2.728
H: -0.882 -3.212 1.597
H: 1.056 -2.640 2.963
H: -0.620 -5.404 2.248
H: 0.105 -6.874 0.666
H: 0.894 -6.037 -1.426
H: 1.770 -6.543 1.202
H: 3.772 -3.298 -0.229
H: 2.336 -4.164 -1.739
P: 1.241 -0.479 2.586
C: 0.199 -0.502 4.079
C: 2.823 -0.093 3.445
P: -2.434 -0.641 -1.907
C: -1.969 -2.211 -1.260
C: -1.056 -0.189 -2.976
C: -4.000 -0.681 -2.758
H: -0.819 -0.265 3.741
H: 0.555 0.278 4.768
H: 0.212 -1.482 4.571
H: 3.678 -0.321 2.792
H: 2.898 -0.620 4.408
H: 2.786 0.997 3.621
H: -4.212 -1.730 -3.021
H: -3.891 -0.075 -3.669
H: -4.783 -0.278 -2.099
H: -2.371 -2.457 -0.270
H: -2.100 -2.995 -2.026
H: -1.399 0.436 -3.815
H: -0.657 -1.142 -3.359
H: -0.267 0.311 -2.392
C: -3.908 2.315 0.404
O: -3.692 1.231 -0.545
C: -2.476 0.639 -0.547
O: -1.558 0.915 0.219
H: -3.698 2.011 1.430
H: -4.968 2.552 0.295
H: -3.308 3.196 0.142

Record 3
The following is a DFT calculation (ωB97M-V/def2-TZVPD) of C39H55N7O7ScSi as an isolated structure.

As for the frontier orbital gap: 8.06 eV. The energy above the lowest of the compared OMol25 structures with the same formula, charge and spin comes out at 1.5 kJ/mol. The calculation puts the HOMO energy at -10.573 eV. The total charge is +1.

Element x y z (Å)
Sc: 0.392 0.636 -0.256
C: 2.178 -1.961 2.900
C: 3.352 -2.422 2.316
C: 3.731 -1.951 1.070
C: 2.934 -1.009 0.414
C: 1.740 -0.557 0.969
C: 1.377 -1.054 2.219
C: 3.331 -0.451 -0.903
C: 4.628 -0.712 -1.420
C: 5.001 -0.195 -2.612
C: 4.100 0.619 -3.334
C: 4.454 1.184 -4.580
C: 3.582 1.986 -5.254
C: 2.320 2.253 -4.687
C: 1.953 1.710 -3.485
C: 2.834 0.865 -2.770
N: 2.455 0.311 -1.554
H: 1.886 -2.326 3.877
H: 3.974 -3.143 2.830
H: 4.644 -2.331 0.633
H: 0.438 -0.747 2.675
H: 5.321 -1.303 -0.845
H: 5.988 -0.385 -3.016
H: 5.433 0.965 -4.986
H: 3.853 2.416 -6.208
H: 1.628 2.901 -5.208
H: 0.992 1.937 -3.063
C: 0.966 3.849 3.936
N: -0.127 3.144 3.257
C: -1.403 3.161 3.716
C: -2.397 2.508 3.085
C: -2.058 1.791 1.896
N: -0.810 1.804 1.423
C: 0.178 2.453 2.101
O: 1.334 2.424 1.677
N: -2.982 1.124 1.207
H: 0.614 4.156 4.918
H: 1.279 4.719 3.363
H: 1.815 3.180 4.038
H: -1.566 3.728 4.623
H: -3.404 2.519 3.469
H: -3.893 0.987 1.612
H: -2.649 0.431 0.531
C: -2.707 -2.151 3.235
C: -2.115 -3.359 2.519
C: -3.197 -4.351 2.127
C: -1.060 -4.035 3.376
O: -1.429 -2.904 1.342
Si: -1.878 -2.085 0.018
O: -1.135 -0.646 -0.065
O: -1.583 -2.929 -1.344
C: -0.523 -3.848 -1.680
C: -0.579 -3.992 -3.188
C: 0.807 -3.265 -1.225
C: -0.801 -5.175 -0.992
O: -3.478 -1.744 0.082
C: -4.525 -1.755 -0.901
C: -4.076 -0.949 -2.113
C: -4.834 -3.192 -1.286
C: -5.721 -1.100 -0.230
H: -3.148 -2.454 4.187
H: -3.486 -1.683 2.631
H: -1.925 -1.416 3.437
H: -3.713 -4.715 3.017
H: -2.761 -5.209 1.613
H: -3.933 -3.887 1.471
H: -1.509 -4.465 4.272
H: -0.301 -3.316 3.675
H: -0.576 -4.832 2.811
H: -0.412 -3.027 -3.672
H: -1.556 -4.365 -3.496
H: 0.185 -4.687 -3.538
H: 0.976 -2.287 -1.686
H: 1.632 -3.915 -1.523
H: 0.847 -3.148 -0.139
H: -1.768 -5.570 -1.307
H: -0.806 -5.052 0.090
H: -0.031 -5.904 -1.252
H: -3.229 -1.428 -2.608
H: -3.790 0.061 -1.808
H: -4.886 -0.862 -2.839
H: -3.946 -3.690 -1.680
H: -5.609 -3.213 -2.054
H: -5.201 -3.749 -0.425
H: -5.494 -0.063 0.029
H: -5.982 -1.640 0.681
H: -6.588 -1.099 -0.892
O: 4.064 5.411 3.061
C: 4.545 5.386 1.721
N: 3.468 4.867 0.926
C: 2.925 5.563 -0.109
O: 3.328 6.632 -0.514
C: 1.705 4.905 -0.692
C: 0.620 5.672 -1.083
C: -0.558 5.035 -1.445
C: -0.611 3.655 -1.373
N: 0.441 2.909 -1.030
C: 1.587 3.527 -0.740
H: 4.788 5.664 3.643
H: 5.429 4.747 1.650
H: 4.780 6.384 1.346
H: 2.961 4.073 1.299
H: 0.703 6.751 -1.074
H: -1.434 5.594 -1.742
H: -1.533 3.122 -1.577
H: 2.430 2.893 -0.499
N: -0.651 0.388 -2.540
H: -1.195 1.085 -3.041
H: -1.297 -0.324 -2.192
H: -0.059 -0.055 -3.238

Record 4
The following is a DFT calculation (ωB97M-V/def2-TZVPD) of C6H5N2O5SSc as an isolated structure at a distorted geometry.

As for the frontier orbital gap: 6.31 eV. The energy above the lowest of the compared OMol25 structures with the same formula, charge and spin comes out at 214.9 kJ/mol. The calculation puts the HOMO energy at -16.502 eV. The total charge is +2.

Element x y z (Å)
O: 2.120 -1.749 0.711
C: 1.066 -1.533 0.126
Sc: -0.824 -1.573 0.908
O: 0.839 -3.007 3.525
C: 0.216 -2.596 2.641
C: 0.154 0.021 2.070
O: 0.862 0.769 2.599
C: 1.128 -1.273 -1.470
O: 0.042 -1.515 -2.052
C: 2.153 -0.399 -1.953
O: 2.455 0.686 -1.497
H: 2.462 -0.980 -2.814
N: -0.810 1.149 -1.108
C: -1.757 1.299 -0.182
N: -1.974 2.520 0.343
S: -2.692 -0.034 0.433
H: -0.245 1.935 -1.421
H: -0.757 0.302 -1.683
H: -2.762 2.620 0.971
H: -1.676 3.358 -0.148

Record 5
The following is a DFT calculation (ωB97M-V/def2-TZVPD) of a 3-piece molecular cluster, C14H24F4N4O4PS overall at a distorted geometry.

As for the frontier orbital gap: 7.92 eV. The calculation puts the HOMO energy at -11.291 eV. The total charge is +1.

Element x y z (Å)
N: -1.881 2.091 -3.742
C: -0.957 1.336 -3.167
N: 0.355 1.696 -3.236
C: 0.963 0.724 -2.521
C: 2.459 0.814 -2.344
C: 2.748 2.118 -1.495
C: 3.248 1.800 -0.115
F: 4.601 1.779 0.040
C: 2.486 1.523 0.979
F: 2.426 0.339 1.551
F: 1.761 2.418 1.599
N: 0.098 -0.173 -2.064
P: 0.406 -1.603 -1.060
S: -0.868 -1.585 0.405
N: -1.136 0.211 -2.491
F: -2.315 -0.375 -2.303
H: -1.584 2.873 -4.308
H: -2.849 1.815 -3.637
H: 2.938 0.982 -3.322
H: 2.925 -0.083 -1.916
H: 3.521 2.705 -2.016
H: 1.843 2.748 -1.485
H: 0.326 -2.799 -1.814
H: 1.699 -1.405 -0.532
O: 0.717 -3.874 0.630
C: 0.569 -4.976 1.107
O: 0.822 -6.055 0.361
C: 0.862 -7.397 0.875
C: -0.520 -8.014 0.918
C: 0.017 -5.147 2.497
H: 1.365 -7.427 1.842
H: 1.488 -7.960 0.184
H: -1.184 -7.466 1.589
H: -0.467 -9.049 1.256
H: -0.977 -7.989 -0.072
H: -1.071 -5.095 2.455
H: 0.391 -4.335 3.118
H: 0.320 -6.072 2.980
O: -4.132 6.604 1.511
C: -3.058 6.075 1.520
O: -2.609 5.461 0.401
C: -1.281 4.967 0.238
C: -1.138 3.569 0.806
C: -2.232 6.003 2.782
H: -0.551 5.663 0.654
H: -1.103 4.941 -0.838
H: -1.324 3.550 1.880
H: -0.137 3.181 0.624
H: -1.866 2.897 0.346
H: -2.571 5.158 3.381
H: -2.383 6.923 3.342
H: -1.161 5.918 2.606

Record 6
The following is a DFT calculation (ωB97M-V/def2-TZVPD) of a 2-piece molecular cluster, C4H12N3O overall.

As for the frontier orbital gap: 10.01 eV. The energy above the lowest of the compared OMol25 structures with the same formula, charge and spin comes out at 87.9 kJ/mol. The calculation puts the HOMO energy at -13.070 eV. The total charge is +1.

Element x y z (Å)
C: -1.673 0.555 -0.242
C: -1.335 0.433 -1.523
N: -0.121 -0.280 -1.942
N: -2.702 1.329 0.212
H: -1.114 0.081 0.555
H: -1.852 0.916 -2.334
H: 0.638 0.370 -2.165
H: 0.273 -0.914 -1.205
H: -0.286 -0.841 -2.776
H: -3.393 1.641 -0.454
H: -3.095 1.077 1.106
C: 1.629 0.378 1.888
C: 2.057 -0.521 0.761
N: 1.130 -1.533 0.359
O: 3.068 -0.380 0.133
H: 0.990 1.173 1.502
H: 2.518 0.834 2.310
H: 1.098 -0.159 2.669
H: 1.668 -2.335 0.045
H: 0.503 -1.824 1.101

Record 7
The following is a DFT calculation (ωB97M-V/def2-TZVPD) of C23H23ClErIN5O as an isolated structure at a distorted geometry.

As for the frontier orbital gap (alpha / beta): 5.88 / 5.88 eV. The calculation puts the HOMO energy (alpha / beta) at -15.140 / -15.144 eV. The spin multiplicity is 4. The total charge is +3.

Element x y z (Å)
Er: -0.144 0.324 -0.442
Cl: 2.764 -5.821 -3.756
C: 2.391 -4.339 -2.960
C: 3.039 -3.140 -3.327
C: 2.739 -1.958 -2.660
C: 1.743 -1.856 -1.655
O: 1.526 -0.722 -1.007
C: 0.960 -3.032 -1.414
C: -0.323 -2.935 -0.806
N: -0.775 -1.886 -0.132
C: -1.651 -2.184 0.897
C: -1.824 -3.482 1.456
C: -2.901 -3.753 2.324
C: -3.694 -2.738 2.778
C: -3.441 -1.396 2.411
C: -4.206 -0.284 2.857
C: -3.915 0.975 2.392
C: -2.830 1.174 1.551
N: -2.029 0.181 1.112
C: -2.394 -1.090 1.486
C: 1.352 -4.234 -2.058
H: 3.783 -3.158 -4.147
H: 3.216 -0.990 -2.918
H: -1.018 -3.774 -0.981
H: -1.199 -4.288 1.065
H: -3.090 -4.778 2.676
H: -4.554 -2.967 3.433
H: -5.007 -0.442 3.538
H: -4.542 1.812 2.704
H: -2.588 2.171 1.224
H: 0.841 -5.150 -1.771
I: -2.387 1.310 -2.282
C: -0.162 2.093 -2.794
C: -0.002 2.873 -3.938
C: 1.310 3.096 -4.367
C: 2.368 2.629 -3.569
C: 2.116 1.895 -2.447
N: 0.833 1.747 -2.003
H: -0.870 3.329 -4.431
H: 1.577 3.726 -5.248
H: 3.406 2.898 -3.833
H: 2.874 1.470 -1.797
N: 0.844 3.936 3.693
C: 1.591 3.493 2.446
C: 1.078 2.077 2.195
N: 1.605 1.301 1.040
H: 1.039 4.894 3.989
H: 1.093 3.301 4.485
H: -0.179 3.811 3.524
H: 2.669 3.546 2.703
H: 1.344 4.211 1.647
H: -0.009 2.175 2.054
H: 1.200 1.524 3.156
H: 2.190 0.519 1.411
H: 2.239 1.910 0.493

Record 8
The following is a DFT calculation (ωB97M-V/def2-TZVPD) of C26H21ClNPdS4 as an isolated structure.

As for the frontier orbital gap: 5.76 eV. The energy above the lowest of the compared OMol25 structures with the same formula, charge and spin comes out at 105.5 kJ/mol. The calculation puts the HOMO energy at -10.622 eV. The total charge is +1.

Element x y z (Å)
Pd: 0.000 0.080 -0.247
S: 0.934 1.711 -1.679
C: 2.455 2.100 -0.880
C: 3.041 3.349 -1.078
C: 4.257 3.653 -0.484
C: 4.903 2.729 0.328
C: 4.330 1.485 0.539
C: 3.122 1.178 -0.072
S: 2.407 -0.431 0.154
C: 3.125 -1.324 -1.283
C: 2.323 -2.590 -1.422
C: 2.826 -3.882 -1.401
C: 1.913 -4.929 -1.439
C: 0.549 -4.665 -1.454
C: 0.150 -3.335 -1.476
C: -1.266 -2.843 -1.423
S: -1.425 -1.797 0.078
C: -3.043 -1.132 -0.197
C: -4.146 -1.918 0.129
C: -5.417 -1.429 -0.096
C: -5.577 -0.156 -0.637
C: -4.480 0.629 -0.939
C: -3.186 0.153 -0.705
S: -1.838 1.232 -1.018
N: 1.025 -2.348 -1.488
H: 2.532 4.079 -1.694
H: 4.700 4.627 -0.644
H: 5.842 2.981 0.802
H: 4.813 0.754 1.175
H: 4.180 -1.496 -1.081
H: 3.000 -0.683 -2.155
H: 3.889 -4.069 -1.348
H: 2.265 -5.952 -1.427
H: -0.177 -5.466 -1.442
H: -2.000 -3.639 -1.321
H: -1.501 -2.225 -2.288
H: -3.998 -2.902 0.557
H: -6.281 -2.030 0.149
H: -6.572 0.229 -0.818
H: -4.614 1.622 -1.349
Cl: -2.947 0.122 2.900
C: -1.922 1.460 2.510
C: -2.469 2.723 2.449
C: -1.656 3.807 2.144
C: -0.288 3.641 1.949
C: 0.258 2.380 2.014
C: -0.552 1.252 2.255
C: 0.001 -0.050 2.041
H: -3.525 2.862 2.635
H: -2.097 4.792 2.079
H: 0.339 4.497 1.740
H: 1.319 2.235 1.844
H: -0.588 -0.913 2.311
H: 1.065 -0.158 2.200